The following is a DFT calculation (ωB97M-V/def2-TZVPD) of 2 unconnected molecules or ions with the total composition C13H16Cl2FNO4 in a non-equilibrium geometry.

Values from the calculation:
- E_HOMO: -9.4 eV
- E_tot: -51182.22835 eV
- Max |F|: 3.09 eV/Å
- SMILES: CCOC(=O)C(C)(F)C(=O)OCC.Clc1cccc(Cl)n1

Each line ends with the natural charge from an NBO analysis.
Element x y z (Å)
Cl -1.6996 3.3631 -0.4514  0.04
Cl 0.2337 0.2064 3.2763  0.05
F 0.2992 0.5607 0.0135  -0.32
O 2.5438 -1.3977 -0.9414  -0.47
O 0.2752 -2.4388 -0.7118  -0.55
O 2.8179 0.7846 -1.4422  -0.59
O -1.4290 -1.0283 -1.1807  -0.51
N -0.9143 1.9517 1.6441  -0.44
C -0.1385 -1.3573 -1.0167  0.77
C 2.1285 -0.1681 -1.1990  0.77
C -0.6176 1.6169 2.8771  0.17
C 3.9854 -1.5258 -0.9235  -0.08
C -3.7032 -1.7165 -1.0095  -0.62
C -1.7497 3.6138 3.4925  -0.16
C -2.2771 -2.1704 -0.9532  -0.08
C -1.9513 3.9468 2.1436  -0.26
C -1.4696 3.0506 1.1998  0.17
C -1.0662 2.4530 3.8900  -0.26
C 4.2936 -2.9745 -0.6804  -0.63
C -0.0004 0.9612 -2.1450  -0.65
C 0.5883 -0.0200 -1.1657  0.18
H -0.8739 2.1578 4.9097  0.23
H 4.3990 -0.8846 -0.1370  0.19
H -2.1467 4.2859 4.2441  0.22
H -2.0536 -2.8876 -1.7523  0.19
H 4.0942 -3.5933 -1.5632  0.21
H -3.9802 -1.3712 -2.0045  0.21
H -2.4865 4.8171 1.7907  0.23
H 5.3626 -3.0834 -0.4668  0.21
H 3.7093 -3.3788 0.1517  0.22
H -2.0207 -2.6128 0.0184  0.20
H -4.2767 -2.6092 -0.7856  0.21
H -0.2481 0.5162 -3.0987  0.21
H 4.3788 -1.2113 -1.8932  0.19
H -0.8856 1.3847 -1.6373  0.25
H -3.9218 -0.9448 -0.2719  0.22
H 0.8006 1.7038 -2.2207  0.24